Version w
Density functional theory data (ωB97M-V/def2-TZVPD) for an isolated ion of composition CH4N3O3 and charge -1.

The charge is -1. The HOMO-LUMO gap comes out at 7.872 eV. The LUMO energy comes out at 0.1503 Eh. As for the SMILES: CONN=[N+]([O-])[O-].

```
11
Properties=species:S:1:pos:R:3:lowdin_charge:R:1
C 0.511 -0.070 -0.304 -0.1045
N -2.085 1.087 -0.318 -0.0332
N -1.045 1.502 0.499 -0.1803
N -2.662 0.005 -0.022 -0.5596
O -2.402 -0.610 1.056 -0.1417
O -3.587 -0.301 -0.812 -0.1179
O 0.234 1.322 0.074 -0.2518
H 0.186 -0.603 0.530 0.0260
H 1.571 -0.190 -0.314 0.0513
H -0.061 -0.480 -1.262 0.1203
H -1.212 0.735 1.502 0.1913
```

---

Version x
Density functional theory data (ωB97M-V/def2-TZVPD) for a 2-piece molecular cluster, CH4N3O3 overall.

The charge is -1. The HOMO-LUMO gap (alpha / beta) comes out at 7.199 / 8.266 eV. The LUMO energy (alpha / beta) comes out at 0.1357 / 0.1419 Eh.

```
11
Properties=species:S:1:pos:R:3:lowdin_charge:R:1
C 0.920 -0.007 0.158 -0.3119
N -2.021 0.005 -0.967 -0.0731
N -1.411 1.149 -0.985 0.0474
N -2.881 -0.252 0.019 -0.5219
O -3.023 0.506 0.958 -0.0133
O -3.538 -1.284 -0.017 -0.0370
O 0.169 1.106 0.456 -0.3023
H 1.679 -0.195 0.980 0.0705
H 1.630 0.343 -0.690 0.0677
H 0.292 -0.741 -0.121 -0.0039
H -1.942 1.918 -0.486 0.0779
```

---

Ranking the structures above by energy, version w is first and the second is 0.0028 hartree behind.